Record 1
Formula: C18H17N3OS
Source: OMol25
Level of theory: ωB97M-V with the def2-TZVPD basis set

Results
LUMO energy in eV: 0.3854
Highest occupied orbital energy in Eh: -0.3155

Element x y z (Å)
C  -2.679  2.949  3.121
N  -2.373  1.585  2.779
C  -1.847  1.189  1.599
N  -1.768  -0.133  1.419
C  -1.257  -0.573  0.277
N  -0.822  0.196  -0.713
C  -0.852  1.515  -0.526
C  -1.364  2.082  0.629
H  -1.383  3.149  0.769
C  -0.213  2.333  -1.579
H  -0.144  1.795  -2.521
H  -0.687  3.304  -1.716
S  1.567  2.714  -1.081
O  2.252  2.989  -2.344
C  1.955  0.993  -0.645
C  1.844  0.591  0.674
C  2.064  -0.737  0.997
C  2.404  -1.642  0.005
C  2.543  -1.223  -1.307
C  2.318  0.102  -1.636
H  2.419  0.460  -2.650
H  2.816  -1.930  -2.076
H  2.560  -2.680  0.258
H  1.960  -1.067  2.020
H  1.569  1.307  1.435
C  -1.126  -2.022  0.102
C  -1.426  -2.890  1.149
C  -1.261  -4.253  0.990
C  -0.797  -4.762  -0.212
C  -0.499  -3.903  -1.259
C  -0.662  -2.540  -1.105
H  -0.432  -1.855  -1.905
H  -0.139  -4.301  -2.196
H  -0.666  -5.828  -0.334
H  -1.493  -4.923  1.805
H  -1.783  -2.476  2.079
H  -2.754  0.843  3.343
H  -3.095  2.977  4.125
H  -3.404  3.388  2.428
H  -1.772  3.558  3.106

Let us look at the Löwdin charges, expressed in e, one per atom:
1. C -0.0911
2. N -0.0087
3. C -0.3221
4. N 0.1880
5. C -0.2955
6. N 0.1675
7. C -0.3552
8. C 0.0388
9. H 0.1067
10. C -0.2213
11. H 0.1020
12. H 0.0918
13. S 0.9632
14. O -0.5227
15. C -0.3920
16. C -0.1017
17. C -0.0736
18. C -0.0818
19. C -0.0745
20. C -0.0715
21. H 0.1118
22. H 0.1077
23. H 0.1080
24. H 0.1090
25. H 0.1092
26. C -0.1634
27. C -0.0317
28. C -0.0840
29. C -0.0902
30. C -0.0820
31. C -0.0406
32. H 0.1057
33. H 0.1019
34. H 0.0997
35. H 0.1002
36. H 0.1012
37. H 0.1351
38. H 0.0844
39. H 0.0883
40. H 0.0836

***

Record 2
Formula: C18H17N6O2PbS2
Source: OMol25
Level of theory: ωB97M-V with the def2-TZVPD basis set

Results
LUMO energy in eV: -2.9576
Highest occupied orbital energy in Eh: -0.4025
Charge: +1

Element x y z (Å)
Pb  0.298  -0.503  2.441
O  1.248  1.568  -0.933
S  0.285  1.720  0.140
O  0.826  2.127  1.430
N  -0.458  0.349  0.494
C  -1.207  -0.421  -0.392
C  -1.403  -0.174  -1.727
C  -2.246  -1.007  -2.496
C  -2.882  -2.079  -1.944
C  -2.684  -2.376  -0.574
C  -3.297  -3.472  0.074
C  -3.054  -3.709  1.397
C  -2.175  -2.856  2.082
N  -1.593  -1.823  1.513
C  -1.839  -1.557  0.197
C  -0.939  2.866  -0.383
C  -0.789  3.518  -1.597
C  -1.758  4.432  -1.987
C  -2.851  4.677  -1.168
C  -2.986  4.016  0.047
C  -2.025  3.105  0.448
H  -0.909  0.661  -2.204
H  -2.382  -0.779  -3.544
H  -3.532  -2.711  -2.535
H  -3.957  -4.117  -0.493
H  -3.510  -4.538  1.919
H  -1.941  -3.038  3.125
H  0.073  3.312  -2.216
H  -1.657  4.953  -2.929
H  -3.603  5.390  -1.476
H  -3.839  4.215  0.682
H  -2.112  2.587  1.394
C  5.781  0.055  0.494
C  4.909  -1.127  0.669
N  5.264  -2.366  0.563
N  4.123  -3.074  0.808
C  3.061  -2.311  1.051
S  1.460  -2.798  1.324
N  3.563  -1.049  0.976
N  2.773  0.076  1.157
H  6.775  -0.283  0.216
H  5.852  0.631  1.418
H  5.394  0.708  -0.289
H  4.136  -4.081  0.776
H  2.579  0.547  0.269
H  3.227  0.735  1.782

Let us look at the Löwdin charges, expressed in e, one per atom:
1. Pb 1.2188
2. O -0.3077
3. S 0.5557
4. O -0.3969
5. N -0.3109
6. C -0.2633
7. C 0.0044
8. C -0.0459
9. C -0.0256
10. C -0.1421
11. C 0.0208
12. C -0.0277
13. C -0.1271
14. N -0.0647
15. C -0.1805
16. C -0.2967
17. C -0.0532
18. C -0.0541
19. C -0.0558
20. C -0.0562
21. C -0.0513
22. H 0.1052
23. H 0.1154
24. H 0.1190
25. H 0.1287
26. H 0.1149
27. H 0.1195
28. H 0.1156
29. H 0.1134
30. H 0.1129
31. H 0.1128
32. H 0.1179
33. C 0.0131
34. C -0.3085
35. N 0.1475
36. N 0.0480
37. C -0.7320
38. S 0.5881
39. N -0.0794
40. N 0.0599
41. H 0.0954
42. H 0.0929
43. H 0.0947
44. H 0.1668
45. H 0.0785
46. H 0.1195

***

Record 3
Formula: C18H18BrF4N5O
Source: OMol25
Level of theory: ωB97M-V with the def2-TZVPD basis set

Results
LUMO energy in eV: 0.4309
Highest occupied orbital energy in Eh: -0.2890
Structure (SMILES): Cn1cc(Br)nc1C(=O)Nc1ccc(F)c([C@@]2(C)N=C(N)[C@](C)(F)CC2(F)F)c1

Element x y z (Å)
O  3.472  2.007  2.325
F  -1.830  -1.755  2.908
F  -0.149  -1.968  -2.191
F  -1.628  -0.220  -1.812
F  -4.320  -3.700  -1.777
Br  4.325  5.061  -3.214
N  3.245  3.538  -0.888
N  -3.020  -1.485  0.270
C  3.057  2.292  1.278
C  3.755  3.090  0.288
C  -3.956  -1.714  -0.519
C  4.291  4.283  -1.498
C  5.403  4.250  -0.561
C  -0.335  0.000  3.280
C  0.574  0.882  2.767
C  0.269  -0.055  0.473
C  -0.932  -0.892  2.327
C  1.014  0.761  1.382
C  -0.730  -0.879  0.894
N  -4.951  -1.936  0.400
N  1.893  1.663  0.778
N  5.075  3.362  0.510
C  5.981  3.244  1.646
C  -4.679  -1.514  -3.086
C  -2.342  -2.500  -2.255
C  -1.209  -3.276  0.338
C  -1.357  -1.547  -1.596
C  -3.885  -2.339  -1.960
C  -1.625  -1.807  -0.025
H  6.434  4.660  -0.659
H  -0.652  0.097  4.342
H  1.039  1.629  3.385
H  0.489  0.073  -0.564
H  -4.736  -1.640  1.356
H  -5.732  -2.534  0.313
H  1.706  1.889  -0.214
H  6.638  4.100  1.620
H  5.494  3.301  2.582
H  6.475  2.336  1.524
H  -4.470  -0.485  -2.903
H  -4.499  -1.804  -4.093
H  -5.820  -1.602  -2.887
H  -2.299  -2.440  -3.393
H  -2.055  -3.568  -2.113
H  -0.793  -3.316  1.333
H  -2.091  -3.962  0.229
H  -0.530  -3.580  -0.340

Let us look at the Löwdin charges, expressed in e, one per atom:
1. O 0.1328
2. F 0.0194
3. F 0.0504
4. F 0.0943
5. F -0.0221
6. Br 0.7073
7. N 0.0947
8. N 0.1264
9. C -0.4304
10. C -0.2456
11. C -0.2886
12. C -0.7381
13. C -0.0665
14. C -0.0080
15. C -0.0172
16. C 0.0248
17. C -0.1764
18. C -0.1768
19. C -0.0732
20. N 0.1076
21. N 0.1110
22. N -0.0462
23. C 0.0028
24. C 0.0165
25. C -0.0261
26. C 0.0270
27. C -0.4041
28. C -0.3053
29. C -0.2948
30. H 0.1227
31. H 0.1304
32. H 0.1031
33. H 0.1075
34. H 0.1153
35. H 0.0763
36. H 0.1380
37. H 0.0912
38. H 0.0781
39. H 0.0822
40. H 0.0688
41. H 0.0608
42. H 0.1150
43. H 0.1465
44. H 0.1379
45. H 0.0810
46. H 0.1125
47. H 0.0368